{"formula": "C51H65F3N14O4S", "method": "ωB97M-V/def2-TZVPD", "total_charge": 0, "smiles": "CCNC1=CC(=O)C(S(=O)(=O)C(F)(F)F)=C(CC(N)(N)N)C1=O.c1cc[nH]c1.c1cc[nH]c1.c1cc[nH]c1.c1cc[nH]c1.c1cc[nH]c1.c1cc[nH]c1.c1cc[nH]c1.c1cc[nH]c1.c1cc[nH]c1.c1cc[nH]c1", "orbital_gap_ev": 6.1, "homo_ev": -8.026, "molar_mass_g_mol": 1027.24, "e_tot_ha": -3747.513901, "elements": ["C", "C", "N", "C", "C", "C", "O", "C", "S", "O", "O", "C", "F", "F", "F", "C", "C", "C", "N", "N", "N", "C", "O", "H", "H", "H", "H", "H", "H", "H", "H", "H", "H", "H", "H", "H", "H", "H", "N", "C", "C", "C", "C", "H", "H", "H", "H", "H", "N", "C", "C", "C", "C", "H", "H", "H", "H", "H", "N", "C", "C", "C", "C", "H", "H", "H", "H", "H", "N", "C", "C", "C", "C", "H", "H", "H", "H", "H", "N", "C", "C", "C", "C", "H", "H", "H", "H", "H", "N", "C", "C", "C", "C", "H", "H", "H", "H", "H", "N", "C", "C", "C", "C", "H", "H", "H", "H", "H", "N", "C", "C", "C", "C", "H", "H", "H", "H", "H", "N", "C", "C", "C", "C", "H", "H", "H", "H", "H", "N", "C", "C", "C", "C", "H", "H", "H", "H", "H"], "positions_angstrom": [[4.084480, 1.504828, 1.928717], [3.343057, 2.541072, 1.058785], [2.549871, 1.903536, -0.028969], [1.550678, 2.820252, -0.452668], [1.874828, 4.069045, -0.768614], [0.748876, 4.991850, -1.170806], [0.848866, 5.798686, -2.032279], [-0.543177, 4.779133, -0.367392], [-1.502458, 6.212401, 0.117401], [-2.575450, 6.493970, -0.788004], [-1.930323, 6.068946, 1.470783], [-0.428501, 7.751062, 0.113709], [-0.834500, 8.473848, 1.146494], [-0.607620, 8.498801, -0.946735], [0.856931, 7.484662, 0.319081], [-0.888828, 3.538207, -0.077701], [-2.146122, 3.143951, 0.661314], [-1.909157, 2.560062, 2.098389], [-2.917895, 1.475214, 2.262993], [-2.086299, 3.568280, 3.143905], [-0.595013, 1.961533, 2.322875], [0.078735, 2.447951, -0.568213], [-0.310056, 1.401558, -0.967511], [4.875004, 1.994252, 2.514173], [3.369160, 1.014669, 2.602537], [4.605172, 0.796155, 1.266297], [2.710533, 3.172126, 1.710718], [4.103642, 3.223157, 0.652023], [2.071477, 1.100895, 0.378177], [2.878226, 4.488255, -0.760109], [-2.625439, 2.338031, 0.081839], [-2.894569, 3.944229, 0.710727], [-2.465186, 0.569593, 2.349086], [-3.425963, 1.623247, 3.128460], [-3.034195, 3.924709, 3.019291], [-2.072995, 3.039591, 4.014720], [0.166422, 2.625233, 2.222392], [-0.450836, 1.113900, 1.787598], [0.864673, -1.592684, 0.738079], [0.300305, -2.836595, 0.635458], [1.095598, -3.719357, 1.315124], [2.181649, -2.980005, 1.854493], [2.010624, -1.672211, 1.483839], [0.491565, -0.753271, 0.327684], [-0.616604, -2.983289, 0.086619], [0.917745, -4.778580, 1.414978], [2.995826, -3.364045, 2.447337], [2.604024, -0.796224, 1.685330], [-3.589145, 9.838347, -0.843362], [-4.437461, 8.930980, -1.415216], [-5.603320, 9.583023, -1.721948], [-5.449450, 10.938111, -1.323853], [-4.195842, 11.064795, -0.787818], [-2.663881, 9.636484, -0.515236], [-4.141020, 7.907628, -1.552066], [-6.470499, 9.138063, -2.181973], [-6.175776, 11.728651, -1.420644], [-3.684570, 11.917123, -0.372295], [-0.153438, -2.030326, -2.784646], [-0.969741, -3.080263, -3.108805], [-1.089028, -3.113442, -4.472642], [-0.310163, -2.045826, -4.992417], [0.256706, -1.397910, -3.927502], [0.105593, -1.765716, -1.852567], [-1.394330, -3.709934, -2.343610], [-1.669001, -3.824990, -5.036500], [-0.180409, -1.784114, -6.029820], [0.913270, -0.543756, -3.883862], [0.973134, -7.305852, 2.864696], [1.329298, -7.810522, 1.639316], [0.437802, -8.796719, 1.313580], [-0.496637, -8.889210, 2.378446], [-0.142239, -7.956857, 3.317634], [1.455081, -6.572096, 3.353961], [2.183788, -7.423934, 1.108958], [0.452609, -9.385871, 0.411528], [-1.334258, -9.563490, 2.446851], [-0.584547, -7.701757, 4.266160], [4.447849, -8.112146, 2.480874], [5.541973, -7.383143, 2.098259], [6.656242, -8.149940, 2.314579], [6.217131, -9.392291, 2.843430], [4.850905, -9.338794, 2.931372], [3.495728, -7.796470, 2.436614], [5.432879, -6.384791, 1.707463], [7.673114, -7.854018, 2.114638], [6.833705, -10.229776, 3.126042], [4.132746, -10.064442, 3.275073], [3.121749, 2.402199, -5.742825], [3.338807, 1.067692, -5.531482], [3.354889, 0.852835, -4.178485], [3.133275, 2.107086, -3.549242], [2.990961, 3.042201, -4.540668], [3.066364, 2.844067, -6.642608], [3.463803, 0.389499, -6.358934], [3.507383, -0.098069, -3.693490], [3.084614, 2.299314, -2.492216], [2.809379, 4.103493, -4.494759], [3.141870, 9.107904, -0.440104], [3.803683, 8.677490, -1.557586], [5.143245, 8.889036, -1.361286], [5.295772, 9.465308, -0.072405], [4.044034, 9.585269, 0.471401], [2.150141, 9.078039, -0.309784], [3.265485, 8.260619, -2.392900], [5.926999, 8.655743, -2.063312], [6.218652, 9.757649, 0.401234], [3.718132, 9.968314, 1.424080], [-2.986693, -3.302451, 1.651385], [-3.792845, -3.852995, 2.611252], [-5.014546, -4.101579, 2.044650], [-4.942443, -3.690332, 0.687650], [-3.679390, -3.204783, 0.474083], [-2.033130, -3.015581, 1.789458], [-3.427275, -4.019248, 3.610761], [-5.865388, -4.532066, 2.546548], [-5.727991, -3.745520, -0.047940], [-3.215874, -2.798313, -0.410605], [-2.038142, -3.190850, 5.839260], [-1.826461, -4.530084, 6.031334], [-1.817994, -4.765485, 7.380391], [-2.038324, -3.521186, 8.028120], [-2.172927, -2.570485, 7.051639], [-2.087300, -2.734689, 4.946609], [-1.699691, -5.196158, 5.193290], [-1.671527, -5.723683, 7.851433], [-2.092653, -3.344882, 9.089794], [-2.351326, -1.510106, 7.113803], [-3.714873, -5.455484, -6.385264], [-4.530037, -6.505435, -6.711078], [-4.648652, -6.539608, -8.075010], [-3.870065, -5.471591, -8.593971], [-3.304580, -4.823568, -7.528267], [-3.456975, -5.190647, -5.451982], [-4.954498, -7.133955, -5.946263], [-5.228334, -7.252012, -8.638815], [-3.739563, -5.209811, -9.631213], [-2.648834, -3.969885, -7.483733]], "forces_ev_per_a": [[-0.08, 0.30, -0.65], [1.05, 0.01, 0.66], [-1.36, 0.51, 0.95], [0.56, -0.32, -0.04], [-1.06, 1.14, -0.24], [0.29, -1.50, 1.45], [-0.05, 1.46, -0.96], [1.37, 1.14, -0.72], [-2.14, -0.21, 0.19], [0.76, -0.12, -0.91], [0.96, -0.22, 0.56], [0.09, 0.07, 0.81], [-0.37, 0.03, 0.45], [0.25, -0.18, -0.88], [0.26, -0.32, -0.32], [-0.76, -0.06, 0.61], [-0.07, -0.65, -0.24], [-0.32, -0.81, 0.46], [0.15, 0.15, -0.01], [-0.17, -0.42, -0.82], [-0.07, 0.16, 0.06], [0.73, 1.50, 0.92], [-0.41, -1.63, -0.24], [-0.43, -0.06, -0.01], [0.40, -0.10, -0.12], [-0.33, -0.04, 0.32], [0.03, -0.24, -0.29], [-0.35, -0.29, -0.26], [0.26, -0.13, -0.26], [-0.18, -0.19, -0.23], [0.29, 0.18, 0.18], [0.40, -0.08, -0.06], [-0.10, 0.08, -0.08], [0.06, -0.08, -0.11], [0.26, 0.33, 0.21], [0.12, 0.27, 0.01], [-0.07, -0.10, -0.02], [0.08, 0.21, -0.05], [0.00, 0.10, 0.08], [-0.18, 0.02, -0.06], [-0.04, -0.07, 0.06], [0.01, 0.07, 0.03], [0.00, 0.01, -0.05], [-0.02, 0.00, -0.07], [0.06, -0.07, -0.06], [-0.03, 0.02, -0.05], [-0.01, 0.03, -0.01], [0.02, -0.10, -0.01], [-0.10, 0.05, -0.06], [-0.12, -0.01, -0.05], [0.05, -0.03, 0.00], [0.00, 0.07, 0.01], [0.06, 0.03, 0.06], [-0.03, 0.01, -0.03], [-0.03, 0.03, 0.00], [0.02, 0.00, 0.00], [0.02, -0.01, 0.00], [-0.04, -0.01, -0.01], [-0.04, -0.04, -0.17], [-0.05, 0.01, 0.13], [-0.04, -0.03, 0.06], [0.04, 0.04, -0.03], [0.02, 0.10, 0.08], [0.09, -0.03, -0.07], [0.01, -0.03, -0.05], [0.06, 0.00, -0.01], [0.01, 0.00, 0.02], [-0.03, -0.01, -0.04], [-0.01, 0.03, -0.04], [-0.02, 0.09, 0.00], [0.03, 0.00, -0.03], [-0.03, 0.04, 0.06], [0.00, 0.00, 0.05], [-0.08, -0.01, 0.02], [-0.14, 0.02, -0.17], [0.01, 0.02, 0.02], [0.01, 0.02, 0.00], [0.01, -0.04, -0.01], [0.20, 0.05, 0.02], [-0.05, 0.05, 0.04], [0.02, 0.07, -0.04], [-0.04, -0.06, 0.02], [-0.06, -0.01, 0.05], [0.13, -0.21, 0.05], [0.03, -0.02, 0.00], [-0.02, -0.01, -0.01], [-0.02, 0.01, -0.01], [0.02, 0.01, -0.01], [-0.03, -0.05, 0.09], [0.01, 0.00, -0.08], [0.00, -0.06, -0.03], [-0.03, 0.07, -0.02], [0.00, 0.07, -0.06], [-0.01, -0.02, 0.04], [0.01, -0.01, 0.04], [0.02, 0.02, -0.02], [0.06, -0.06, -0.02], [0.00, -0.02, 0.03], [0.25, 0.03, -0.02], [-0.07, -0.01, -0.05], [-0.02, -0.06, -0.04], [0.00, 0.01, 0.08], [-0.05, 0.04, 0.02], [0.04, 0.03, -0.02], [0.02, 0.01, 0.01], [-0.02, 0.01, 0.01], [-0.02, -0.01, -0.01], [0.03, 0.01, -0.02], [-0.02, 0.01, 0.02], [0.05, 0.06, 0.04], [0.01, -0.01, 0.06], [0.03, 0.01, -0.07], [0.07, 0.05, -0.01], [0.00, -0.10, -0.02], [-0.09, -0.07, 0.00], [0.02, 0.00, -0.01], [0.02, 0.00, 0.01], [-0.06, 0.02, 0.00], [-0.01, -0.04, 0.05], [0.05, -0.01, -0.08], [0.01, -0.06, -0.04], [-0.01, 0.07, 0.02], [0.02, 0.05, -0.03], [-0.01, 0.02, 0.06], [-0.01, 0.00, 0.03], [-0.01, 0.02, -0.01], [-0.01, 0.00, -0.02], [0.01, -0.03, 0.02], [0.01, -0.05, -0.10], [-0.03, 0.01, 0.08], [-0.03, -0.06, 0.04], [0.05, 0.05, -0.02], [0.02, 0.06, 0.07], [-0.03, -0.01, -0.03], [-0.01, 0.01, -0.03], [0.01, 0.01, 0.02], [0.00, 0.00, 0.02], [-0.03, -0.01, -0.02]]}